Record 1
Below is a molecular structure, C12H10As3CuF18N2O4 in a non-equilibrium geometry, with properties calculated with ωB97M-V/def2-TZVPD.

Element x y z (Å)
Cu  -0.3662  -0.7556  1.7784
As  1.7009  -1.2818  4.6419
F  1.3231  -0.6542  6.3060
F  2.8121  0.1087  4.3763
F  2.1225  -1.7481  2.9675
F  0.6302  -2.6570  4.7945
F  0.3020  -0.2514  4.0027
F  3.0596  -2.2796  5.2975
As  -0.6188  -1.9311  -2.0825
F  0.1590  -0.4603  -2.8316
F  -2.2504  -1.1926  -2.4695
F  -1.3669  -3.4869  -1.4025
F  0.9793  -2.7072  -1.8672
F  -0.4632  -1.0436  -0.4558
F  -0.7671  -2.7079  -3.6844
As  -2.7047  -4.0180  2.5904
F  -2.5063  -4.4143  0.7614
F  -3.5377  -5.5408  2.8380
F  -2.8839  -3.6183  4.3825
F  -1.8677  -2.4609  2.3113
F  -4.3515  -3.2637  2.3009
F  -1.1239  -4.8959  2.8685
C  -3.1268  2.0934  -3.6182
C  -4.2255  1.8199  -2.8719
C  -4.1136  1.8013  -1.5077
C  -2.8486  1.8741  -0.9302
C  -1.6745  1.9537  -1.6930
C  -1.8487  2.1160  -3.0579
N  -2.6726  1.5971  0.5541
O  -3.6375  1.8872  1.3005
O  -1.6435  1.0994  0.9737
H  -3.3366  2.3481  -4.6466
H  -5.1635  1.8749  -3.4044
H  -5.0058  1.6317  -0.9234
H  -0.6909  1.9246  -1.2478
H  -0.9967  2.5004  -3.5989
C  4.5729  2.3259  -2.5595
C  5.2143  2.6249  -1.3659
C  4.6544  2.2021  -0.1548
C  3.4341  1.4514  -0.1401
C  2.7799  1.1848  -1.3884
C  3.3497  1.5852  -2.6048
N  2.8257  1.0152  1.1328
O  3.3350  1.3362  2.2352
O  1.7689  0.4321  1.0467
H  4.9851  2.6977  -3.4859
H  6.1192  3.2130  -1.4072
H  5.1012  2.5002  0.7822
H  1.7961  0.7417  -1.3417
H  2.7678  1.4282  -3.5010

Forces on atoms 1 to 6 (eV/Å):
0.8 0.1 0.2
1.3 1.4 -0.6
0.3 -0.8 -1.6
-1.4 -1.7 1.2
-0.8 0.0 1.4
0.5 1.0 0.1

Summary:
Multiplicity = 2
Molecular weight = 876.50 Da
E_HOMO (alpha / beta) = 2.395 / -1.386 eV
Net charge = -3
Lowest unoccupied orbital energy (alpha / beta) = 5.467 / 5.470 eV

=====

Record 2
Below is a molecular structure, C12H10BrIN3O3OsSSe, with properties calculated with ωB97M-V/def2-TZVPD.

Element x y z (Å)
Os  -1.1356  0.0156  -0.0308
N  -2.5888  0.5964  -1.5079
C  -2.8329  2.0639  -1.4033
C  -2.3226  2.6751  -0.0984
O  -2.6816  3.7789  0.2554
N  -1.4038  1.8920  0.5290
C  -0.6715  2.3481  1.6896
C  0.0763  1.1694  2.3292
O  0.7290  1.3414  3.3342
O  0.0051  0.0149  1.7020
H  -2.3529  0.3485  -2.4626
H  -3.4509  0.0881  -1.3050
H  -3.8879  2.2975  -1.5283
H  -2.2837  2.5647  -2.2024
H  -1.3214  2.8298  2.4209
H  0.0853  3.0872  1.4056
S  -0.7342  -3.0310  -1.5688
C  -0.8491  -1.6917  -0.8260
Br  2.6097  -1.7567  -3.2608
C  2.9949  -1.6400  -1.4148
C  3.8209  -2.6069  -0.8613
C  4.1519  -2.5466  0.4832
C  3.6744  -1.5175  1.2779
C  2.8525  -0.5440  0.7330
C  2.5060  -0.6189  -0.6077
I  1.2003  0.8354  -1.3656
H  4.2011  -3.3999  -1.4898
H  4.7917  -3.3096  0.9058
H  3.9257  -1.4653  2.3281
H  2.4784  0.2500  1.3592
Se  -2.7320  -1.0263  1.4982
C  -4.0408  -1.4430  0.2633
N  -4.8137  -1.5997  -0.5812

Forces on atoms 1 to 6 (eV/Å):
-0.1 -0.4 0.5
0.0 0.0 0.1
0.0 0.0 -0.1
0.1 0.0 0.1
0.0 0.0 0.0
-0.2 0.2 -0.1

Summary:
Multiplicity = 2
Relative energy (zero: lowest compared OMol25 entry of this formula, charge and spin) = 9.0 kJ/mol
Molecular weight = 752.29 Da
E_HOMO (alpha / beta) = -8.583 / -8.894 eV
Net charge = 0
Lowest unoccupied orbital energy (alpha / beta) = -0.619 / -2.598 eV

=====

Record 3
Below is a molecular structure, C12H10ClFN4 in a non-equilibrium geometry, with properties calculated with ωB97M-V/def2-TZVPD.

Element x y z (Å)
C  1.2304  2.2169  0.3850
C  0.6427  0.9297  -0.0643
N  -0.3123  0.1367  0.4664
N  -0.8096  0.5950  1.5451
C  -1.7815  0.0080  2.0430
N  -2.0059  -1.3090  1.4713
C  -2.8377  -2.0604  2.0910
C  -3.7434  -1.6490  3.1351
N  -3.3515  -0.5341  3.7257
C  -2.3843  0.2049  3.3024
Cl  -1.9689  1.4470  3.9697
H  -4.4861  -2.3021  3.5474
H  -3.3382  -2.7758  1.5328
H  -0.5708  1.3177  2.0192
C  1.2524  0.4207  -1.4738
C  0.8173  -0.7533  -2.0328
C  1.2915  -1.1618  -3.0934
C  2.5017  -0.7799  -3.6607
C  2.9232  0.1966  -3.0421
C  2.6091  0.7074  -1.8953
H  3.0421  1.6496  -1.5131
H  4.1433  0.4355  -3.5075
F  2.9160  -1.4518  -4.8125
H  0.8424  -2.2221  -3.6746
H  -0.4860  -1.0984  -1.8110
H  1.4178  2.8755  -0.4862
H  0.4934  2.9330  0.9092
H  1.9531  2.0237  0.9240

Forces on atoms 1 to 6 (eV/Å):
-9.0 3.6 -4.6
-1.5 -3.2 -2.8
5.9 2.7 -5.5
0.2 -0.7 -2.1
-5.6 -10.4 2.4
1.1 3.4 0.7

Summary:
Multiplicity = 1
Molecular weight = 264.69 Da
E_HOMO = -7.671 eV
Net charge = 0
Lowest unoccupied orbital energy = -0.233 eV